53
Properties=species:S:1:pos:R:3 method="wB97M-V/def2-TZVPD" e_tot_ha=-4295.75630 e_homo_ev="-3.100 / -3.096" charge=-1 homo_lumo_gap_ev="5.282 / 5.286"
Ti -0.02865 0.21559 0.42899
Cl 5.51693 0.26162 -0.17245
Cl 3.65916 -0.75622 -2.16395
Cl 3.08325 1.68893 -0.73839
S 0.14349 -0.41441 2.96139
S -0.77792 -1.63858 -3.68590
O 3.68578 -1.65714 1.02805
O 1.78757 -0.65922 0.39553
N -1.41428 -1.49429 0.26687
N 0.58727 1.83461 1.32532
N 2.42675 -4.19713 0.52123
N 1.16321 -3.88649 -0.09311
N 1.46998 1.86883 2.38302
N -1.51311 1.53517 0.00787
N 2.16207 0.75165 4.27503
C 3.80255 0.08817 -0.59755
C -3.05471 -3.64383 -0.28011
C -1.50898 -1.95921 -1.00240
C -3.48496 2.32169 -1.12035
C -2.96309 -3.14356 1.01730
C 0.19814 -0.27408 -4.03206
C -2.98177 3.65696 -1.11809
C -2.33013 -3.05593 -1.29098
C -1.78565 3.90656 -0.53011
C -1.05096 2.85592 0.09961
C -0.76064 -1.22433 -1.99189
C 3.03718 -0.81246 0.43706
C 1.33058 0.83872 3.15792
C 0.79329 4.32543 1.07584
C 0.10359 3.01743 0.83871
C -2.12609 -2.07338 1.24306
C 0.51054 0.43745 -2.91075
C -2.72293 1.33345 -0.57932
C -0.03659 -0.09301 -1.70838
H -4.43863 2.07834 -1.56775
H 2.40122 -0.20236 4.49860
H 0.89958 -2.92211 0.08557
H 1.13634 1.32075 -2.94210
H 0.50524 -0.06942 -5.04686
H 3.12582 -4.05566 -0.19787
H 0.46541 -4.45772 0.36708
H -3.69604 -4.48900 -0.49716
H -1.36629 4.90492 -0.51408
H -1.99739 -1.64397 2.22649
H 1.26875 4.69589 0.16169
H 2.64789 -3.48986 1.21570
H -2.38576 -3.43233 -2.30305
H -3.05689 0.30315 -0.61279
H 1.56178 4.19740 1.83368
H 0.09701 5.09329 1.42201
H -3.54857 4.45415 -1.58273
H -3.52026 -3.57775 1.83459
H 2.97995 1.33736 4.17196